Formula: CH5NOS2
Source: the OMol25 dataset
Level of theory: ωB97M-V with the def2-TZVPD basis set

Summary:
E_HOMO, eV: -8.8
Kohn-Sham gap, eV: 8.6
Energy relative to the best compared isomer or geometry (same formula, charge and spin), kcal per mole: 24.76
SMILES: NC=O.SS
Spin multiplicity: 1
Net charge: 0

Geometry (Å):
S1 2.5914 -0.0936 0.3052
S2 1.8866 -1.2244 -1.4412
H1 1.5622 -0.4330 1.0758
H2 0.7950 -1.7491 -0.9280
C1 -1.6548 0.1239 -0.0018
N1 -0.6813 1.1490 0.1712
O1 -1.3119 -1.0273 0.0496
H3 -2.6488 0.5931 -0.1572
H4 0.2679 1.0583 -0.1390
H5 -0.8065 1.6031 1.0654

These are the Mulliken partial charges, in e, on atoms 1 to 6: -0.253 -0.150 0.186 0.174 0.141 -0.408


Formula: H22O11
Source: the OMol25 dataset
Level of theory: ωB97M-V with the def2-TZVPD basis set

Summary:
E_HOMO, eV: -10.9
Kohn-Sham gap, eV: 10.6
Energy relative to the best compared isomer or geometry (same formula, charge and spin), kcal per mole: 100.76
SMILES: O.O.O.O.O.O.O.O.O.O.O
Spin multiplicity: 1
Net charge: 0

Geometry (Å):
H1 -0.4944 0.5610 0.6722
H2 -0.6162 0.0819 -0.7650
H3 -1.4038 0.2656 -2.6572
H4 -2.7296 0.1131 -3.3846
H5 3.6850 -0.3618 -1.1413
H6 4.5229 -1.6292 -1.1831
H7 1.3761 -2.2554 0.5996
H8 1.2769 -1.6224 -0.7787
H9 -0.1224 -4.2385 0.0390
H10 -1.0970 -4.2106 1.2049
H11 -4.7231 3.3179 1.1553
H12 -5.2567 2.3297 0.1312
H13 -0.0070 3.9037 3.7574
H14 -1.5048 4.0675 3.5584
H15 1.0715 2.8947 -1.0387
H16 2.3041 2.3166 -1.7145
H17 -1.2818 -5.2164 -2.8534
H18 -0.6005 -4.0349 -2.1826
H19 0.8195 -1.6278 2.8967
H20 1.2620 -3.0203 2.4782
H21 2.4631 5.1346 0.8614
H22 1.8195 4.2085 -0.1575
O1 -1.1451 0.3713 -0.0130
O2 -2.2372 -0.2175 -2.6248
O3 3.6101 -1.3227 -1.1400
O4 1.9147 -1.8651 -0.0980
O5 -0.5960 -4.8167 0.6475
O6 -4.6246 3.0500 0.2347
O7 -0.8097 3.4003 3.5806
O8 1.9469 3.1387 -1.3599
O9 -1.4705 -4.4090 -2.3620
O10 0.5258 -2.5456 2.8802
O11 2.1223 4.2391 0.7570

These are the Mulliken partial charges, in e, on atoms 1 to 6: 0.311 0.205 0.283 0.297 0.275 0.269


Formula: C28H21Br4IN6NaO4P
Source: the OMol25 dataset
Level of theory: ωB97M-V with the def2-TZVPD basis set

Summary:
E_HOMO, eV: -0.9
Kohn-Sham gap, eV: 4.5
Energy relative to the best compared isomer or geometry (same formula, charge and spin), kcal per mole: 63.06
Spin multiplicity: 1
Net charge: -2

Geometry (Å):
Na1 -0.1570 -0.0659 0.5752
Br1 -2.4811 2.5600 6.4615
C1 -1.5212 2.3135 4.8377
C2 -0.4888 3.1588 4.4918
Br2 -0.0172 4.6226 5.6148
C3 0.2259 2.9155 3.2926
Br3 1.6331 4.0822 2.7667
C4 -0.0203 1.8384 2.4222
O1 0.7033 1.5747 1.3756
C5 -1.2009 0.9898 2.7432
O2 -1.5864 0.0749 1.9392
C6 -1.8603 1.2576 3.9656
Br4 -3.3082 0.0845 4.3627
N1 0.0484 -2.1367 -2.9618
C7 0.2604 -1.2891 -2.1135
H1 -0.7911 -2.7164 -2.9345
I1 -5.6890 3.7781 0.2219
C8 -4.5476 2.0697 -0.2105
C9 -3.2127 2.2181 -0.5577
C10 -2.4813 1.0802 -0.8714
C11 -3.0809 -0.1796 -0.8498
C12 -4.4150 -0.2986 -0.5003
C13 -5.1594 0.8257 -0.1661
C14 -2.2503 -1.3966 -1.1880
O3 -2.7044 -2.2983 -1.8975
O4 -1.0492 -1.3322 -0.7303
H2 -2.7400 3.1913 -0.5634
H3 -1.4260 1.1672 -1.1378
H4 -4.8702 -1.2815 -0.4719
H5 -6.1945 0.7331 0.1337
C15 2.8255 -0.1335 -0.4640
P1 1.8403 1.3135 -1.0840
C16 3.0170 2.6389 -0.5317
C17 3.8785 2.5068 0.5535
C18 4.7407 3.5368 0.9154
C19 4.7445 4.7319 0.2111
C20 3.8691 4.8918 -0.8580
C21 3.0201 3.8563 -1.2193
C22 2.4534 1.2611 -2.8509
C23 3.7983 1.3552 -3.2155
C24 4.1883 1.3117 -4.5477
C25 3.2320 1.1729 -5.5498
C26 1.8898 1.0817 -5.2060
C27 1.5085 1.1266 -3.8681
H6 2.6672 -0.2287 0.6136
H7 3.8883 0.0009 -0.6664
H8 2.4540 -1.0270 -0.9632
H9 3.8625 1.6032 1.1470
H10 5.3969 3.4105 1.7686
H11 5.4070 5.5391 0.5034
H12 3.8485 5.8258 -1.4091
H13 2.3455 3.9876 -2.0602
H14 4.5522 1.4788 -2.4442
H15 5.2391 1.3834 -4.8070
H16 3.5337 1.1355 -6.5908
H17 1.1380 0.9669 -5.9785
H18 0.4627 1.0358 -3.5984
N2 3.6435 -3.3878 3.5041
N3 2.6045 -3.1046 2.6193
N4 2.3300 -3.8609 1.5841
C28 1.3224 -3.1790 1.0452
N5 1.0316 -2.0638 1.7386
N6 1.8636 -2.0343 2.7526
H19 3.4169 -4.2548 3.9759
H20 3.6484 -2.6223 4.1682
H21 0.7968 -3.4770 0.1487

These are the Mulliken partial charges, in e, on atoms 1 to 6: 1.153 -0.256 0.058 -0.040 -0.271 -0.067


Formula: C18H36F18NO4P3S2Ti
Source: the OMol25 dataset
Level of theory: ωB97M-V with the def2-TZVPD basis set

Summary:
E_HOMO (alpha / beta), eV: -2.0 / -7.0
Kohn-Sham gap (alpha / beta), eV: 3.2 / 8.1
Expectation value of S²: 3.7515
Spin multiplicity: 4
Net charge: -1

Geometry (Å):
Ti1 -2.2838 -3.0381 2.7053
C1 -3.2895 -5.5064 0.2582
F1 -2.0381 -5.4809 -0.0386
F2 -3.8644 -6.4554 -0.3323
F3 -3.3959 -5.7156 1.5114
S1 -4.1083 -3.9259 -0.1746
O1 -4.0467 -3.8369 -1.6025
O2 -5.3856 -3.9427 0.3850
N1 -3.0385 -2.8673 0.5780
S2 -3.5056 -1.3914 0.0750
O3 -2.8900 -1.0498 -1.1718
O4 -4.9124 -1.1431 0.1811
C2 -2.8286 -0.1194 1.2354
F4 -1.4520 -0.3803 1.4798
F5 -2.8985 1.1165 0.6677
F6 -3.4623 -0.1497 2.4151
C3 5.7944 0.4409 0.6322
C4 4.6371 1.3444 0.1860
C5 3.3539 0.9368 0.8807
C6 2.1332 1.7788 0.6894
P1 1.5461 1.7147 -1.0098
C7 1.6138 0.0422 -1.6480
C8 0.7506 -0.9154 -0.8767
C9 1.1620 -2.3698 -0.9356
C10 0.0196 -3.2410 -0.4844
C11 2.4899 2.6996 -2.1774
C12 3.0741 3.9694 -1.5356
C13 3.7193 4.9142 -2.5147
C14 2.7425 5.6413 -3.4515
C15 -0.1851 2.2445 -0.9940
C16 -0.7532 2.7050 -2.2894
C17 -2.2437 2.9927 -2.1682
C18 -2.8916 3.3313 -3.5200
H1 5.4483 -0.5886 0.7267
H2 6.1071 0.7241 1.6401
H3 6.6242 0.5290 -0.0577
H4 4.5763 1.2467 -0.9154
H5 4.8961 2.3942 0.3708
H6 3.5500 0.9068 1.9616
H7 3.1270 -0.1225 0.7264
H8 2.2624 2.8230 0.9765
H9 1.2898 1.3457 1.2420
H10 2.6994 -0.1785 -1.6147
H11 1.3762 0.0615 -2.7158
H12 -0.2747 -0.8650 -1.2797
H13 0.5804 -0.6363 0.1779
H14 2.0761 -2.5968 -0.3652
H15 1.4695 -2.5764 -1.9819
H16 -0.4233 -2.7730 0.4110
H17 0.3115 -4.2207 -0.1079
H18 -0.7573 -3.3489 -1.2343
H19 1.8911 3.0440 -3.0172
H20 3.3264 2.0699 -2.4870
H21 3.8364 3.6634 -0.7990
H22 2.3452 4.4799 -0.8857
H23 4.4644 4.3735 -3.1167
H24 4.3321 5.6486 -1.9814
H25 3.3297 6.2700 -4.1425
H26 2.1150 6.3767 -2.9499
H27 2.2067 4.9497 -4.1022
H28 -0.1149 3.0632 -0.2339
H29 -0.8044 1.5571 -0.4017
H30 -0.6276 1.9362 -3.0597
H31 -0.2307 3.6118 -2.6114
H32 -2.4312 3.7804 -1.4331
H33 -2.7038 2.0832 -1.7599
H34 -3.8172 3.8778 -3.3731
H35 -3.1097 2.4279 -4.0914
H36 -2.1989 3.9166 -4.1361
P2 0.7105 -2.5720 4.0058
F7 0.9003 -1.6937 5.3530
F8 1.9025 -3.5328 4.3946
F9 -0.3280 -3.5687 4.7829
F10 0.4016 -3.4286 2.6628
F11 -0.5770 -1.6071 3.6434
F12 1.7173 -1.5542 3.2697
P3 -5.0305 -3.6402 4.5256
F13 -3.4732 -3.3725 4.9429
F14 -5.1947 -4.5604 5.8144
F15 -5.4551 -2.3541 5.3051
F16 -6.5412 -4.0334 4.1308
F17 -4.8512 -2.7497 3.1610
F18 -4.4917 -4.9303 3.6745

These are the Mulliken partial charges, in e, on atoms 1 to 6: 0.730 0.647 -0.223 -0.227 -0.187 0.907


Formula: C12H17N
Source: the OMol25 dataset
Level of theory: ωB97M-V with the def2-TZVPD basis set

Summary:
E_HOMO (alpha / beta), eV: 0.6 / -2.8
Kohn-Sham gap (alpha / beta), eV: 3.1 / 6.5
Energy relative to the best compared isomer or geometry (same formula, charge and spin), kcal per mole: 1.35
Expectation value of S²: 0.7690
Spin multiplicity: 2
Net charge: -1

Geometry (Å):
C1 3.0937 1.9504 1.3793
C2 0.9363 0.0859 -1.0486
C3 1.2389 1.2807 -0.3841
C4 2.4000 1.0374 0.3969
C5 2.7265 -0.2998 0.2583
C6 -0.2139 -0.0416 -1.8413
C7 -1.0451 1.1041 -1.9886
C8 0.3507 2.4070 -0.4789
C9 -0.7706 2.2892 -1.3134
N1 1.8638 -0.8542 -0.6749
H1 1.7847 -1.8408 -0.8419
H2 -0.4581 -0.9443 -2.3901
H3 3.5888 -0.8191 0.6511
H4 -1.9024 1.1594 -2.6614
H5 0.5515 3.2725 0.1228
H6 3.4717 1.3614 2.2013
H7 2.3398 2.6149 1.8115
H8 -1.4853 3.0930 -1.3917
H9 3.8148 2.6007 0.8686
C10 -1.9381 -1.1705 0.8791
C11 -1.3056 -2.4566 1.4740
C12 -2.8170 -1.4931 -0.3191
H10 -2.5649 -0.7587 1.6813
H11 -1.1273 -0.5312 0.5565
H12 -1.0042 -3.1626 0.6861
H13 -1.9969 -2.9345 2.1736
H14 -2.3079 -2.1656 -1.0149
H15 -3.7410 -1.9959 0.0019
H16 -0.3798 -2.2252 2.0240
H17 -3.1033 -0.5630 -0.8174

These are the Mulliken partial charges, in e, on atoms 1 to 6: -1.226 -0.538 1.127 0.847 -1.267 -0.863


Formula: C3H7ClO2PS
Source: the OMol25 dataset
Level of theory: ωB97M-V with the def2-TZVPD basis set

Summary:
E_HOMO (alpha / beta), eV: -14.3 / -14.4
Kohn-Sham gap (alpha / beta), eV: 6.2 / 6.4
Energy relative to the best compared isomer or geometry (same formula, charge and spin), kcal per mole: 65.41
Spin multiplicity: 1
Net charge: +1

Geometry (Å):
C1 -1.0096 0.0580 -0.2167
C2 -0.1273 -0.8694 -1.0021
C3 -0.2154 0.9755 0.7448
O1 0.7726 -0.1079 -1.8190
O2 0.6971 1.7641 -0.0710
P1 1.7248 0.9966 -1.0811
S1 3.4020 -0.0373 1.1930
Cl1 2.0935 2.4003 -2.3031
H1 -1.5521 0.7534 -0.9504
H2 -1.6669 -0.6179 0.5400
H3 0.2836 -1.4556 -0.1934
H4 -0.7241 -1.5245 -1.7510
H5 -0.8618 1.7287 1.0692
H6 0.4431 0.6360 1.5472
H7 3.5894 0.7860 2.3295

These are the Mulliken partial charges, in e, on atoms 1 to 6: -0.342 -0.371 -0.484 -0.293 -0.257 0.714